Entry 1:
Entry from the OMol25 dataset: a cluster of 2 separate species, C15H24FN2O4 in total at a distorted geometry (ωB97M-V/def2-TZVPD).

Element x y z (Å)
C: 5.768 1.361 2.203
C: 5.620 1.619 0.804
C: 5.150 0.373 -0.107
C: 3.606 0.096 0.287
C: 3.231 -1.349 0.446
C: 1.785 -1.600 0.867
C: 1.174 -3.029 1.131
C: 1.423 -3.560 2.645
F: -0.232 -3.048 0.861
C: 1.047 -0.289 1.034
N: 1.629 0.935 0.783
C: 0.734 2.149 0.980
C: -0.632 2.062 0.155
C: -1.832 2.102 1.247
O: -2.983 1.320 0.786
N: 2.855 1.256 0.416
H: 6.542 0.631 2.617
H: 5.049 1.928 2.893
H: 5.795 2.644 0.331
H: 5.264 0.603 -1.219
H: 5.758 -0.555 0.186
H: 3.986 -2.167 0.266
H: 1.729 -3.762 0.446
H: 1.777 -2.730 3.335
H: 0.427 -3.986 3.003
H: 2.225 -4.367 2.580
H: -0.034 -0.333 1.380
H: 0.578 2.218 2.110
H: 1.262 3.113 0.681
H: -0.731 2.907 -0.611
H: -0.779 1.094 -0.422
H: -2.150 3.181 1.483
H: -1.465 1.558 2.191
H: -3.359 0.971 1.625
C: -6.798 0.168 -4.543
O: -6.276 -0.593 -3.454
C: -5.018 -0.279 -3.118
O: -4.330 0.559 -3.645
O: -4.655 -1.062 -2.090
C: -3.327 -0.833 -1.626
H: -7.818 -0.170 -4.726
H: -6.825 1.230 -4.293
H: -6.210 0.000 -5.448
H: -3.217 0.189 -1.261
H: -2.601 -1.042 -2.415
H: -3.140 -1.517 -0.797

Values from the calculation:
Total charge   +1
M   315.36 u
Frontier orbital gap   6.287 eV
Highest occupied orbital energy   -11.2 eV
LUMO level   -5.0 eV
Relative energy (zero: lowest compared OMol25 entry of this formula, charge and spin)   7.141 eV

---

Entry 2:
Entry from the OMol25 dataset: an isolated molecule of C5H7NO (ωB97M-V/def2-TZVPD).

Element x y z (Å)
O: 0.629 3.290 1.010
C: -0.618 2.923 0.458
C: -0.702 1.484 0.184
C: -0.640 0.292 -0.001
C: -0.442 -1.088 -0.351
C: 0.857 -2.997 -0.562
N: 0.646 -1.666 -0.043
H: 0.830 2.669 1.721
H: -1.457 3.228 1.100
H: -0.710 3.476 -0.482
H: -1.235 -1.577 -0.939
H: 1.735 -2.957 -1.217
H: 0.007 -3.400 -1.138
H: 1.100 -3.678 0.261

Values from the calculation:
Total charge   0
M   97.12 u
Structure (SMILES)   C/N=C/C#CCO
Frontier orbital gap   10.435 eV
Highest occupied orbital energy   -9.6 eV
LUMO level   0.8 eV
Relative energy (zero: lowest compared OMol25 entry of this formula, charge and spin)   2.955 eV

---

Entry 3:
Entry from the OMol25 dataset: a structure of composition C39H28CoN4O3P (ωB97M-V/def2-TZVPD).

Element x y z (Å)
Co: 2.257 -2.259 -1.372
O: 5.959 -2.011 -1.395
C: 5.017 -2.398 -0.745
O: 3.927 -2.930 -1.244
C: 5.056 -2.317 0.772
C: 6.306 -2.265 1.381
C: 6.416 -2.221 2.760
C: 5.274 -2.217 3.551
C: 4.026 -2.239 2.957
C: 3.907 -2.292 1.566
P: 2.220 -2.256 0.892
C: 1.446 -0.851 1.750
C: 0.487 -0.937 2.755
C: -0.081 0.222 3.265
C: 0.305 1.466 2.792
C: 1.297 1.561 1.824
C: 1.856 0.408 1.303
C: 1.439 -3.785 1.466
C: 2.241 -4.905 1.689
C: 1.659 -6.123 2.004
C: 0.279 -6.231 2.096
C: -0.524 -5.126 1.853
C: 0.050 -3.908 1.523
H: 7.183 -2.263 0.747
H: 7.393 -2.183 3.222
H: 5.355 -2.190 4.629
H: 3.128 -2.215 3.564
H: 0.204 -1.895 3.169
H: -0.827 0.152 4.047
H: -0.155 2.363 3.185
H: 1.629 2.534 1.485
H: 2.645 0.470 0.562
H: 3.318 -4.816 1.618
H: 2.284 -6.988 2.178
H: -0.172 -7.181 2.350
H: -1.601 -5.214 1.924
H: -0.579 -3.055 1.301
C: -7.808 6.777 -1.580
O: -6.410 7.011 -1.642
C: -5.583 5.954 -1.639
C: -6.001 4.626 -1.585
C: -5.064 3.608 -1.591
C: -3.701 3.883 -1.651
C: -3.293 5.223 -1.701
C: -4.214 6.240 -1.694
C: -2.691 2.836 -1.688
N: -1.398 3.042 -1.832
C: -0.822 1.810 -1.841
C: -1.782 0.817 -1.701
N: -2.969 1.495 -1.605
C: -1.475 -0.569 -1.654
C: -2.388 -1.618 -1.457
C: -1.926 -2.912 -1.413
C: -0.562 -3.161 -1.563
N: 0.320 -2.190 -1.750
C: -0.114 -0.906 -1.789
C: 0.890 0.113 -1.953
N: 2.169 -0.315 -2.050
C: 3.137 0.571 -2.197
C: 2.894 1.948 -2.209
C: 1.604 2.406 -2.081
C: 0.561 1.477 -1.969
H: -8.274 7.756 -1.583
H: -8.080 6.249 -0.662
H: -8.154 6.208 -2.446
H: -7.053 4.381 -1.542
H: -5.426 2.587 -1.548
H: -2.234 5.438 -1.743
H: -3.911 7.278 -1.733
H: -3.882 1.091 -1.501
H: -3.446 -1.414 -1.350
H: -2.598 -3.743 -1.253
H: -0.179 -4.173 -1.549
H: 4.143 0.180 -2.304
H: 3.725 2.632 -2.311
H: 1.372 3.462 -2.060

Values from the calculation:
Total charge   +1
M   690.59 u
Spin multiplicity   2
Frontier orbital gap (alpha / beta)   6.626 / 6.739 eV
Highest occupied orbital energy (alpha / beta)   -10.2 / -10.2 eV
LUMO level (alpha / beta)   -3.6 / -3.5 eV
Relative energy (zero: lowest compared OMol25 entry of this formula, charge and spin)   0.257 eV

---

Entry 4:
Entry from the OMol25 dataset: a structure of composition C10H14Br2Si at a distorted geometry (ωB97M-V/def2-TZVPD).

Element x y z (Å)
C: -2.844 -1.092 2.298
C: -1.959 -1.665 1.468
C: -2.440 0.241 2.693
C: -0.660 -1.148 1.181
C: -1.343 0.908 2.239
C: -0.559 0.290 1.152
C: 0.055 1.016 -2.849
C: 2.770 1.358 -1.020
C: 1.559 -1.362 -1.591
C: 0.060 0.948 0.180
Si: 1.042 0.483 -1.334
Br: 0.603 -2.192 2.563
Br: -0.102 2.821 0.069
H: -3.680 -1.657 2.682
H: -2.153 -2.799 1.255
H: -3.199 0.710 3.415
H: -0.154 -1.593 0.284
H: -1.116 1.940 2.516
H: -0.647 0.103 -3.196
H: -0.596 1.837 -2.632
H: 0.840 1.020 -3.598
H: 3.559 1.074 -1.709
H: 2.811 2.431 -1.153
H: 2.913 1.157 -0.025
H: 0.786 -2.082 -1.273
H: 1.945 -1.413 -2.612
H: 2.509 -1.331 -1.001

Values from the calculation:
Total charge   0
M   322.12 u
Frontier orbital gap   7.522 eV
Highest occupied orbital energy   -8.5 eV
LUMO level   -1.0 eV
Relative energy (zero: lowest compared OMol25 entry of this formula, charge and spin)   0.113 eV

---

Entry 5:
Entry from the OMol25 dataset: a cluster of 2 separate species, C9H9ClN2 in total at a distorted geometry (ωB97M-V/def2-TZVPD).

Element x y z (Å)
C: 2.443 0.818 0.286
C: -2.095 0.362 1.755
C: -2.049 -0.860 2.473
C: -1.192 0.579 0.737
C: -0.893 -1.645 2.494
C: -0.091 -0.218 0.772
C: 0.180 -1.141 1.706
C: 1.323 1.208 -1.850
C: 1.791 0.194 -0.819
N: 3.070 1.113 1.205
N: 2.227 -1.057 -1.150
Cl: 1.728 -2.062 1.766
H: -2.898 1.083 1.762
H: -2.852 -1.197 3.176
H: -1.150 1.291 -0.052
H: -0.660 -2.539 2.991
H: 2.099 1.418 -2.520
H: 1.103 2.268 -1.559
H: 0.523 0.681 -2.394
H: 2.033 -1.780 -0.503
H: 2.213 -1.158 -2.158

Values from the calculation:
Total charge   0
M   180.64 u
Frontier orbital gap (alpha / beta)   8.036 / 7.620 eV
Highest occupied orbital energy (alpha / beta)   -8.3 / -8.0 eV
LUMO level (alpha / beta)   -0.3 / -0.3 eV
Relative energy (zero: lowest compared OMol25 entry of this formula, charge and spin)   4.455 eV

---

Entry 6:
Entry from the OMol25 dataset: an isolated molecule of C5H8N2 (ωB97M-V/def2-TZVPD).

Element x y z (Å)
C: -1.357 -1.752 0.614
N: -0.378 -0.815 0.140
C: 0.846 -0.886 0.468
C: 1.763 0.168 -0.006
C: 1.290 1.309 -0.526
C: -0.153 1.658 -0.552
N: -0.732 2.053 -1.612
H: -2.143 -1.189 1.133
H: -1.830 -2.221 -0.255
H: -0.970 -2.531 1.289
H: 1.252 -1.699 1.094
H: 2.835 -0.007 0.067
H: 1.966 2.057 -0.932
H: -0.652 1.588 0.421
H: -1.713 2.247 -1.402

Values from the calculation:
Total charge   0
M   96.13 u
Structure (SMILES)   [H]/N=C/C=C\C=N\C
Frontier orbital gap   9.774 eV
Highest occupied orbital energy   -9.3 eV
LUMO level   0.4 eV
Relative energy (zero: lowest compared OMol25 entry of this formula, charge and spin)   1.965 eV

---

Entry 7:
Entry from the OMol25 dataset: a structure of composition C4H11N3 at a distorted geometry (ωB97M-V/def2-TZVPD).

Element x y z (Å)
C: 0.872 1.046 -0.889
C: 0.995 -1.475 -0.558
C: 0.480 -0.151 -0.076
N: -0.017 1.195 1.938
C: -0.063 -0.047 1.203
H: -0.713 1.208 2.673
H: -0.178 1.998 1.343
H: 0.130 -0.894 1.861
H: 1.906 1.336 -0.668
H: 0.806 0.824 -1.956
H: 0.608 -2.302 0.039
H: 2.089 -1.506 -0.498
H: 0.724 -1.649 -1.602
H: 0.241 1.913 -0.695
N: -2.424 -0.487 -0.028
N: -1.754 -0.358 -1.019
H: -2.277 -0.369 -1.917
H: -1.424 -0.284 0.848

Values from the calculation:
Total charge   0
M   101.15 u
Frontier orbital gap   8.606 eV
Highest occupied orbital energy   -7.6 eV
LUMO level   1.0 eV
Relative energy (zero: lowest compared OMol25 entry of this formula, charge and spin)   4.258 eV

---

Entry 8:
Entry from the OMol25 dataset: an isolated molecule of C3H3NO2S at a distorted geometry (ωB97M-V/def2-TZVPD).

Element x y z (Å)
C: -0.272 1.700 -0.206
C: -1.044 -0.462 -0.468
C: 0.399 -0.460 -0.236
N: 0.817 0.951 -0.056
O: 2.215 -0.143 1.911
O: -1.324 1.008 -0.381
S: 0.894 0.108 1.449
H: -1.391 -0.767 -1.483
H: -1.553 -1.078 0.229
H: 1.259 -0.857 -0.759

Values from the calculation:
Total charge   0
M   117.13 u
Frontier orbital gap   9.358 eV
Highest occupied orbital energy   -9.1 eV
LUMO level   0.3 eV
Relative energy (zero: lowest compared OMol25 entry of this formula, charge and spin)   5.564 eV